DFT (ωB97M-V/def2-TZVPD) results for C29H16Cl2EuF5N5O2S as an isolated structure at a distorted geometry.

XYZ file:
```
61
Properties=species:S:1:pos:R:3:mulliken_spin:R:1
Eu 0.47180 -0.00250 0.09337 6.8593
Cl 3.46000 2.58260 6.49127 -0.0003
C 3.05410 1.97520 4.93147 -0.0031
C 3.92320 1.05600 4.31417 0.0103
C 3.61380 0.54840 3.08427 -0.0075
Cl 4.64390 -0.58610 2.30597 -0.0005
C 2.42250 0.90980 2.37597 0.0106
O 2.18850 0.42780 1.21877 0.0035
C 1.55230 1.84590 3.03767 0.0099
C 0.34020 2.24870 2.42687 0.0242
O -0.15530 1.79070 1.37337 0.0030
C 1.90340 2.36850 4.30697 0.0057
H 4.83170 0.75440 4.81127 0.0009
H -0.21720 3.04340 2.94927 0.0019
H 1.24100 3.07340 4.78347 0.0004
F 4.23280 -1.25720 -5.78313 0.0000
C 3.30390 -1.43800 -4.84573 0.0008
C 3.35290 -0.71280 -3.65893 -0.0021
F 4.32120 0.17760 -3.43933 0.0000
C 2.37060 -0.91230 -2.70393 -0.0079
F 2.38900 -0.13870 -1.54043 0.0142
C 1.32900 -1.83390 -2.84293 0.0043
S 0.17420 -2.12440 -1.59643 -0.0034
C 1.30130 -2.54110 -4.06043 0.0037
F 0.31610 -3.41090 -4.27643 -0.0002
C 2.25730 -2.34310 -5.04513 0.0001
F 2.17870 -3.01330 -6.19153 0.0000
C 0.00270 3.30500 -3.26343 -0.0023
C 0.46800 2.33780 -2.36653 0.0052
N -0.32660 1.56390 -1.64083 0.0252
C -1.66730 1.73510 -1.75993 -0.0106
C -2.22590 2.69850 -2.63283 -0.0007
C -1.35080 3.47770 -3.40813 0.0098
C -3.63590 2.88010 -2.69903 -0.0011
C -4.46760 2.11840 -1.95283 -0.0015
C -3.95450 1.08820 -1.11423 -0.0033
C -4.80640 0.23450 -0.39433 0.0093
C -4.25450 -0.76800 0.36467 0.0011
C -2.86420 -0.89690 0.40407 0.0024
N -2.02930 -0.08620 -0.22403 0.0154
C -2.55750 0.89090 -0.99853 0.0030
H 0.70600 3.89980 -3.82533 0.0001
H 1.53890 2.20200 -2.23823 -0.0007
H -1.75350 4.19980 -4.10363 0.0006
H -4.01240 3.63950 -3.36613 0.0000
H -5.53390 2.27320 -1.98293 0.0000
H -5.87490 0.36340 -0.47653 0.0006
H -4.86800 -1.45090 0.92967 0.0000
H -2.41780 -1.71130 0.96567 -0.0008
N 0.03090 -5.11090 2.56457 -0.0002
C -0.23740 -3.80840 2.68517 -0.0005
C 0.38890 -2.81980 1.88457 0.0103
N 0.07520 -1.53460 2.00337 0.0023
C -0.81670 -1.19720 2.95927 0.0084
C -1.40580 -2.17410 3.75227 0.0012
N -1.14610 -3.45600 3.60237 0.0039
H 0.70010 -5.45830 1.90157 0.0001
H -0.46600 -5.75230 3.15937 0.0000
H 1.15110 -3.09910 1.16097 -0.0010
H -1.06480 -0.14490 3.06857 -0.0038
H -2.12490 -1.92730 4.52137 -0.0002
```

## Properties
net charge	0
ΔE to the lowest compared entry with this formula, charge and spin	5.75	kcal/mol
strongest force on any atom	3.4	eV Å⁻¹
lowest unoccupied orbital energy (alpha / beta)	-0.0192 / -0.0193	Ha
2S+1	8
E	-110676.903	eV